{
  "formula": "C27H60N2O5S",
  "method": "ωB97M-V/def2-TZVPD",
  "total_charge": 0,
  "energy_ha": -1948.5806,
  "smiles": "CCOCCCCC[C@H]1OS(=O)(=O)O[C@]1(CC)CC(C)C.CCN(CC)CC.CCN(CC)CC",
  "orbital_gap_ev": 8.590,
  "symbols": ["C", "C", "H", "H", "H", "H", "H", "H", "H", "S", "C", "H", "O", "C", "C", "H", "H", "H", "H", "H", "H", "C", "C", "H", "H", "O", "O", "C", "H", "H", "H", "C", "C", "C", "H", "H", "H", "H", "H", "O", "H", "H", "O", "H", "C", "C", "H", "C", "H", "C", "H", "H", "H", "H", "C", "H", "C", "C", "N", "H", "H", "H", "C", "C", "H", "H", "H", "H", "C", "H", "H", "C", "H", "H", "C", "H", "H", "H", "H", "H", "C", "N", "C", "H", "H", "H", "H", "H", "C", "H", "H", "H", "H", "C", "H"],
  "xyz": [[3.68879, 2.21053, 3.28451], [-0.98478, 1.47799, -0.61240], [1.03636, -0.23059, -6.25079], [-5.27049, -0.59915, 4.02088], [-4.84908, 1.21044, 5.75225], [1.42885, 0.92274, -4.02206], [4.28465, 4.23297, 5.55649], [-2.94114, -0.32448, -3.74276], [-0.47318, -1.66449, -7.86977], [-0.38374, -1.96064, -2.30456], [-0.99800, -2.16732, -5.83005], [3.33298, 1.25067, 2.91282], [-1.77722, -1.86338, -3.05178], [0.78886, 1.73740, -4.36013], [-2.08125, -0.05126, 3.17750], [4.24971, 2.68476, 2.47683], [1.77201, 3.14913, 2.94838], [-2.57750, -0.74310, -5.82074], [1.26159, 2.67090, -4.05034], [-0.27530, -0.09395, 2.01079], [0.95197, 2.02111, 0.13546], [1.40140, 0.32898, 4.85510], [-4.09441, 0.47090, 5.47745], [0.79865, 2.30777, -1.58239], [-1.60916, -1.00310, 1.29006], [2.45022, -3.21719, -6.15361], [-0.61721, -1.95184, -0.89444], [3.18510, -3.98631, -5.21783], [2.28072, -5.52421, -3.97488], [1.02496, 0.64795, -0.95967], [0.57319, -0.35475, 5.05352], [2.53432, -5.35613, -5.02411], [-1.11941, -0.75119, 2.22990], [-4.34743, -0.01339, 4.04402], [2.09064, 2.67472, 7.02263], [-1.00134, -0.01014, -5.72884], [-2.44985, 3.09460, -0.98131], [4.06222, 4.07132, 7.29234], [2.92566, 4.15360, 3.77148], [0.46231, -2.95513, -2.88872], [1.59375, -5.37508, -5.58114], [3.43807, 1.96197, 6.15272], [0.14853, -0.55138, -2.81098], [2.87332, 4.96399, 6.33348], [2.31653, -1.86061, -5.80443], [-1.59960, -0.83657, -5.33892], [-3.11780, 0.94655, 5.57767], [-0.99063, 0.33574, -3.01797], [-0.79056, 2.47051, -3.10210], [2.73969, 2.81445, 6.15392], [-1.43360, -1.80943, 5.17141], [-2.36164, 0.91691, 2.74874], [-0.55944, -2.74722, -5.02627], [1.77736, 0.09916, 3.85876], [1.27612, -1.19618, -6.70327], [-2.55313, 1.35521, -2.11058], [3.53582, 4.09752, 6.33756], [2.54259, 3.13130, 3.72387], [-3.31147, -0.79128, 3.38991], [-1.12257, 0.88999, 0.29703], [-1.55144, 0.17602, 4.11679], [-1.36688, 1.74904, -4.57944], [-1.89473, -0.61584, -3.83221], [-2.36029, -2.38538, 5.15303], [3.16400, -6.17451, -5.37212], [4.21584, -4.08719, -5.57598], [3.27633, -1.33263, -5.91057], [0.29648, 1.86509, 5.86748], [-1.74662, 0.71540, -1.73564], [-0.85619, 3.66408, -0.49792], [2.18533, 0.11210, 5.58142], [0.89913, 1.77429, 4.95749], [2.01963, -1.77976, -4.75158], [-4.53472, 0.86266, 3.41442], [0.02568, -2.03514, -6.96776], [-4.15647, -0.34008, 6.20203], [0.21293, 1.97296, 4.12847], [-2.09018, -3.43959, 5.23786], [-2.23697, -0.15626, -1.29708], [4.38852, 2.01974, 4.09944], [-0.63337, 1.62763, -3.77651], [1.87951, 2.84392, 4.98472], [-1.59827, 2.87534, -0.33597], [-0.71029, -1.66745, 2.65732], [-1.81320, -2.77513, -6.23474], [1.73949, -0.97025, -7.67035], [-2.93774, -2.12514, 6.03904], [3.22486, -3.44821, -4.26344], [0.53423, 1.60463, -0.78848], [-2.65228, -2.72318, 3.05674], [0.78200, 1.71676, -5.45221], [0.36004, -3.05012, -7.19747], [-4.13979, -2.59712, 3.94467], [-3.14312, -2.15845, 3.85279], [-1.91743, 2.96947, 0.70514]],
  "atomic_forces_ev_per_a": [[-0.0365, 0.0114, -0.0520], [-0.0349, 0.0934, 0.0229], [-0.0349, -0.0481, -0.0773], [0.0155, -0.0288, 0.0126], [-0.0012, 0.0002, -0.0030], [-0.0214, 0.0371, -0.0068], [-0.0002, -0.0048, -0.0066], [0.0878, -0.0169, 0.2882], [0.0085, 0.1009, 0.0905], [0.3341, -0.0665, -0.2738], [0.0514, -0.0408, -0.1059], [0.0042, -0.0207, 0.0532], [-0.1217, -0.0381, -0.3152], [-0.0051, -0.0954, -0.0739], [0.0760, 0.0108, 0.0015], [-0.0033, 0.0018, -0.0030], [-0.0168, -0.0387, 0.0064], [0.1581, 0.1467, -0.0942], [-0.0542, -0.0472, -0.0540], [0.0286, -0.0340, 0.0231], [-0.0448, -0.0241, -0.0765], [-0.0765, 0.0066, -0.0586], [-0.0475, -0.0097, -0.0013], [0.0284, -0.1528, -0.0474], [-0.0031, -0.0671, 0.0092], [-0.1527, -0.0759, -0.0611], [0.1666, -0.1377, -0.5370], [0.2005, -0.0097, 0.1743], [0.0881, -0.0370, -0.0912], [-0.0375, 0.0738, -0.0495], [0.0129, -0.0189, -0.0031], [-0.2199, 0.0880, 0.0351], [0.0057, 0.0231, 0.0911], [-0.0990, 0.0605, -0.0031], [-0.0114, -0.0226, -0.0022], [0.0170, 0.0212, 0.2009], [-0.0427, -0.0168, 0.1002], [0.0026, 0.0029, 0.0005], [0.0070, -0.0069, 0.0425], [-0.4419, 0.3561, 0.4330], [0.1272, -0.0401, 0.0019], [-0.0072, -0.0002, -0.0028], [0.2040, 0.2970, 0.4162], [-0.0027, 0.0032, -0.0206], [-0.1196, 0.1989, 0.0693], [-0.2870, 0.0374, -0.1239], [0.0061, 0.0017, -0.0062], [-0.7667, 0.1109, -0.3651], [-0.0472, -0.1395, 0.0033], [0.0532, 0.0051, 0.0040], [0.0110, -0.0044, -0.0159], [-0.0135, 0.0106, 0.0079], [0.1039, 0.0302, 0.1817], [0.0473, -0.0160, 0.0230], [0.1731, -0.0412, -0.1697], [0.0137, -0.0696, 0.0472], [-0.0111, -0.0038, 0.0385], [0.0471, 0.0766, -0.0919], [0.0086, 0.0268, -0.0024], [-0.0498, 0.0119, -0.2312], [-0.0166, 0.0083, -0.0061], [-0.0004, -0.0109, 0.1351], [0.1180, -0.5211, -0.0716], [-0.0517, -0.0406, 0.0031], [-0.0287, 0.0241, -0.0014], [0.0012, 0.0103, 0.0266], [-0.0377, -0.0221, 0.0166], [0.0452, 0.0159, 0.0261], [0.0687, 0.1056, 0.2042], [-0.0696, -0.0415, -0.0555], [0.0100, 0.0310, 0.0055], [-0.1373, -0.0427, 0.0342], [-0.0764, -0.0530, 0.0270], [0.0444, 0.0029, -0.0056], [-0.0720, -0.1042, 0.0625], [0.0414, -0.0092, -0.0076], [0.0253, 0.0002, -0.0242], [-0.0021, -0.0017, -0.0010], [0.0954, 0.0212, -0.1341], [0.0059, 0.0141, 0.0082], [0.5229, 0.0662, -0.0916], [0.0177, -0.0204, -0.0125], [0.2840, 0.0183, 0.0579], [-0.0056, -0.0053, 0.0072], [0.0575, -0.0604, 0.2178], [-0.0265, -0.0555, 0.0790], [0.0218, 0.0556, -0.0046], [-0.0335, -0.0557, -0.0538], [0.0257, 0.1289, 0.3063], [0.0222, 0.0386, -0.0124], [-0.0042, 0.0414, 0.1201], [-0.0459, 0.0968, -0.1164], [-0.0161, 0.0306, 0.0309], [0.0147, -0.1306, -0.0148], [-0.0739, -0.0053, -0.1067]]
}

***

{
  "formula": "C26H27N3O3",
  "method": "ωB97M-V/def2-TZVPD",
  "total_charge": 0,
  "energy_ha": -1396.9563,
  "relative_energy_kcal_mol": 35.8,
  "smiles": "COC(=O)C1CCN(Cc2cn(Cc3ccccc3)nc2-c2cc3ccccc3o2)CC1",
  "orbital_gap_ev": 8.358,
  "symbols": ["H", "H", "C", "C", "O", "H", "H", "H", "C", "H", "C", "H", "H", "C", "C", "H", "C", "C", "N", "H", "C", "H", "H", "H", "C", "H", "H", "H", "C", "H", "C", "C", "H", "H", "C", "C", "N", "C", "C", "N", "H", "H", "C", "C", "O", "H", "C", "C", "H", "C", "C", "H", "H", "H", "C", "O", "C", "H", "C"],
  "xyz": [[6.99656, 2.63353, -0.49882], [-2.50879, 0.86116, -0.04971], [-1.92796, -6.34790, 1.01948], [-2.58287, 3.04390, -1.98564], [-1.96172, 1.86295, -2.08410], [-0.28540, 1.93616, -0.49657], [-1.25410, 0.35359, 2.76748], [3.78023, 3.11710, 2.29185], [5.34142, 1.33406, -0.82507], [3.13046, -0.66998, -1.56888], [-2.59578, 1.53002, 0.82158], [0.31663, 1.09897, 2.40258], [-0.44866, -3.40968, -1.91142], [0.81262, -0.56444, 0.17065], [6.01653, 2.33289, -0.15854], [6.02463, 3.75030, 1.44665], [-2.56889, 3.63752, -0.58987], [-1.92574, 1.27227, -3.37510], [-1.29796, 1.87664, 1.37048], [-2.16424, -1.63577, 0.96299], [-1.15254, 3.86318, -0.04702], [-4.32869, 2.51982, 0.01066], [-2.10782, -3.11318, -1.32527], [5.77247, 0.84254, -1.68390], [-1.18704, -1.37549, 0.60826], [-3.16095, 1.00655, 1.59884], [1.12606, -4.13563, 0.25466], [0.47762, 2.80104, 0.85376], [3.09153, 0.02201, -0.75397], [-0.53448, 4.36142, -0.79625], [3.53641, 1.62401, 0.76446], [-0.48105, 2.56482, 0.38605], [-2.78869, -6.96479, 1.23145], [-0.60863, -7.48757, 2.25947], [-2.05346, -5.25929, 0.17293], [4.21444, 2.62873, 1.43379], [-0.58142, -2.07701, -0.37078], [-1.06778, -3.26471, -1.02126], [-0.95379, -4.46295, -0.10895], [0.62597, -1.60601, -0.64080], [-3.06679, 4.60774, -0.69671], [1.35140, -6.06957, 1.77157], [-0.70461, -6.64109, 1.59600], [-0.32474, -0.37215, 0.99689], [2.31105, 1.12762, 1.05213], [-2.92912, 0.96773, -3.68043], [5.46324, 2.97144, 0.95301], [2.05418, 0.16113, 0.12355], [-3.01122, -5.03225, -0.27398], [-0.61406, 0.73392, 1.96489], [0.39565, -5.84499, 1.32208], [-1.26991, 0.40822, -3.29525], [-1.53838, 1.98402, -4.10644], [-1.23289, 4.51834, 0.82237], [4.07850, 0.96839, -0.36132], [-3.10453, 3.58247, -2.92890], [-3.35349, 2.79072, 0.42023], [-3.51210, 3.39931, 1.31220], [0.27268, -4.76176, 0.47194]],
  "atomic_forces_ev_per_a": [[0.0735, 0.0189, -0.0303], [-0.0631, 0.0250, 0.1834], [-0.0362, -0.1085, 0.0667], [-0.2587, 0.4799, 0.0154], [0.1590, -0.1216, 0.3207], [0.0821, 0.0701, 0.1401], [0.1019, 0.0285, 0.0021], [-0.0328, 0.0664, 0.1039], [-0.1395, -0.0497, 0.0448], [-0.0642, -0.1835, -0.1742], [-0.2202, 0.0043, 0.0375], [-0.1299, -0.0870, 0.0645], [-0.1505, 0.1183, 0.0850], [-0.9623, -0.3943, 0.3505], [0.1596, 0.0586, -0.0459], [0.0299, 0.0615, 0.0513], [-0.0213, 0.1092, 0.0783], [-0.0721, 0.0020, -0.4128], [-0.0911, 0.1083, 0.0738], [-0.2239, -0.0606, 0.0723], [0.0420, -0.2170, -0.1345], [-0.0525, 0.0227, 0.0352], [0.1389, 0.0059, -0.0080], [0.0651, -0.0308, -0.0825], [0.2659, 0.1561, 0.0662], [-0.0106, -0.0300, -0.0308], [0.1001, 0.0698, -0.0034], [-0.0394, -0.0193, -0.0699], [-0.7004, -0.0102, 0.4382], [0.0284, 0.0613, 0.0202], [0.9021, -0.0221, -0.6642], [0.2292, 0.2405, -0.0057], [-0.0667, -0.0513, 0.0243], [0.0057, -0.0695, 0.0543], [0.0633, 0.0839, -0.0955], [-0.3271, -0.1025, 0.1046], [-0.1683, 0.5717, 0.2143], [-0.0249, -0.4630, -0.1466], [-0.0772, -0.0213, -0.0326], [0.7117, 0.0490, -0.3508], [0.0787, -0.2022, -0.0796], [0.0823, -0.0191, 0.0347], [-0.0679, -0.0791, 0.0448], [0.0951, -0.1547, -0.1143], [-0.3336, -0.0461, 0.2896], [0.0839, 0.0148, -0.0021], [0.0109, 0.0324, 0.0225], [1.0343, -0.2268, -0.9974], [-0.0995, 0.0435, -0.0442], [-0.0585, 0.0590, 0.1180], [0.0719, 0.0297, -0.0038], [-0.0297, 0.0319, 0.0249], [-0.0261, -0.1006, 0.0372], [0.0207, 0.0442, -0.0055], [-0.0827, 0.4378, 0.5743], [-0.0273, -0.0366, -0.1246], [0.0687, -0.1981, -0.1216], [-0.0470, 0.0152, 0.0062], [0.0004, -0.0150, -0.0192]]
}